DFT (ωB97M-V with the def2-TZVPD basis set) results for C6H8O2 in the gas phase.

Structure (ORCA input):
```
! RIJCOSX wB97M-V def2-TZVPD def2/J DEFGRID3
* xyz 0 1
C -0.8887 -1.1831 -0.4690
C -0.6775 -0.6868 0.9845
C 0.5917 0.1042 0.7846
C 1.0473 1.5042 1.2834
C 1.3477 1.7899 -0.2018
C 0.1259 0.6714 -0.4717
H -1.5917 -0.1542 1.0643
H -0.7479 -1.6455 1.5061
H 1.4319 -0.6718 0.6906
H 0.1040 1.9910 1.6793
H 1.9643 1.7537 2.0395
H 1.2331 2.8481 -0.5532
H 2.2815 1.2050 -0.3345
H -0.9228 1.0512 -0.3096
O -1.5181 -2.0730 -0.9029
O -0.1107 -0.3741 -1.2524
*
```

Results
* highest occupied orbital energy: -10.2 eV
* E: -10443.3592 eV
* LUMO: 0.970 eV
* SMILES: O=C1C[C@@H]2CC[C@H]2O1
* F_max: 5.07 eV Å⁻¹
* relative energy (zero: lowest compared OMol25 entry of this formula, charge and spin): 77.65 kcal/mol

***

DFT (ωB97M-V with the def2-TZVPD basis set) results for a molecular structure, C6H8O2.

Structure (ORCA input):
```
! RIJCOSX wB97M-V def2-TZVPD def2/J DEFGRID3
* xyz 0 1
C 0.9899 0.0450 -0.2834
C 0.2095 0.5551 1.0673
C -0.9495 0.1001 0.0188
C -0.1977 0.5397 -1.1289
C -0.6942 -1.3447 0.0909
C 0.6091 -1.3898 -0.2339
H 2.5610 1.1037 -0.2364
H 0.3868 0.1104 2.0811
H 0.1388 1.6489 1.2685
H -2.8192 0.4041 0.8134
H -0.1280 1.7000 -1.2692
H -0.1363 0.0920 -2.1333
H -1.3531 -2.1058 0.4067
H 1.2965 -2.3305 0.0708
O 2.3469 0.1993 -0.5275
O -2.2606 0.6723 -0.0051
*
```

Results
* highest occupied orbital energy: -9.0 eV
* E: -10442.9648 eV
* LUMO: 0.774 eV
* F_max: 5.82 eV Å⁻¹
* relative energy (zero: lowest compared OMol25 entry of this formula, charge and spin): 86.74 kcal/mol

***

DFT (ωB97M-V with the def2-TZVPD basis set) results for 2 unconnected molecules or ions with the total composition C6H8O2.

Structure (ORCA input):
```
! RIJCOSX wB97M-V def2-TZVPD def2/J DEFGRID3
* xyz 0 1
C 1.0104 -1.9373 -1.0833
C 0.9777 -0.5603 -1.0099
C 0.0905 0.2155 -0.2292
C -0.8512 -0.4572 0.4839
O -1.8006 0.1099 1.2801
C -0.7729 -1.8651 0.7285
C 0.0681 -2.6065 -0.1291
H 1.5880 -2.5265 -1.7204
H 1.8271 -0.1256 -1.7643
H -0.0844 1.2492 -0.3480
H -1.9619 1.0017 1.1342
H -1.3896 -2.1850 1.5479
H 0.1710 -3.6794 -0.2447
H 0.8399 5.0225 0.3273
H 0.0831 4.0178 0.9380
O 0.2049 4.3264 0.0890
*
```

Results
* highest occupied orbital energy: -8.6 eV
* E: -10445.2234 eV
* LUMO: 0.517 eV
* SMILES: Oc1ccccc1.O
* F_max: 5.96 eV Å⁻¹
* relative energy (zero: lowest compared OMol25 entry of this formula, charge and spin): 34.66 kcal/mol

***

DFT (ωB97M-V with the def2-TZVPD basis set) results for C6H8O2 in the gas phase.

Structure (ORCA input):
```
! RIJCOSX wB97M-V def2-TZVPD def2/J DEFGRID3
* xyz 0 1
C -0.5033 0.7948 0.5422
C -1.7152 -0.0424 0.4314
C -1.3691 -1.2458 -0.1469
C 0.4881 -0.2076 0.0572
C 1.7804 0.2355 -0.6482
C 1.7954 -0.3560 0.8492
H 0.1586 2.2790 -0.5849
H -0.3610 1.1727 1.5742
H -2.7696 0.2596 0.4393
H -1.9908 -2.0884 -0.5458
H 2.2104 -0.4067 -1.4482
H 1.8426 1.2735 -0.8354
H 1.8377 0.3222 1.6966
H 2.1310 -1.3851 0.9860
O -0.6720 1.7729 -0.4685
O -0.0676 -1.3351 -0.5055
*
```

Results
* highest occupied orbital energy: -8.6 eV
* E: -10443.9229 eV
* LUMO: 0.899 eV
* SMILES: O[C@H]1C=COC12CC2
* F_max: 4.75 eV Å⁻¹
* relative energy (zero: lowest compared OMol25 entry of this formula, charge and spin): 64.65 kcal/mol

***

DFT (ωB97M-V with the def2-TZVPD basis set) results for C6H8O2 in the gas phase.

Structure (ORCA input):
```
! RIJCOSX wB97M-V def2-TZVPD def2/J DEFGRID3
* xyz 0 1
C 2.2593 -0.2945 -0.3429
C 0.2681 0.7703 0.6589
C -0.2337 -0.8041 1.0238
C -1.5139 -0.8517 0.2650
C -1.6905 0.1556 -0.6400
C -0.6321 1.1482 -0.6316
H 3.4784 -0.0972 -0.7042
H 0.3639 1.5550 1.4271
H -0.2903 -0.8035 1.9850
H 0.1128 -1.7180 0.3627
H -1.9901 -2.0886 0.4365
H -2.3880 -0.1522 -1.6854
H 0.1657 1.3865 -1.5361
H -1.2186 2.2713 -0.2774
O 1.4529 -1.2277 -0.8228
O 1.8559 0.7504 0.4813
*
```

Results
* highest occupied orbital energy: -8.9 eV
* E: -10440.0847 eV
* LUMO: 0.867 eV
* SMILES: O=COC1CC=CC1
* F_max: 7.90 eV Å⁻¹
* relative energy (zero: lowest compared OMol25 entry of this formula, charge and spin): 153.16 kcal/mol

***

DFT (ωB97M-V with the def2-TZVPD basis set) results for 2 unconnected molecules or ions with the total composition C6H8O2.

Structure (ORCA input):
```
! RIJCOSX wB97M-V def2-TZVPD def2/J DEFGRID3
* xyz 0 1
C -1.1264 0.2550 0.3432
C 2.0895 0.0318 -0.2673
C -0.8051 1.0926 -0.8816
C -1.5622 -1.1809 0.1695
C 2.0226 -0.9120 0.7054
C 0.2854 1.0040 0.1296
O 2.4191 -1.6001 1.5396
O 0.7363 1.8366 0.9244
H -1.7441 0.7921 1.0563
H 2.5852 0.9736 -0.0434
H 2.3989 -0.2875 -1.2547
H -1.3324 2.0359 -0.9615
H -0.8273 0.5730 -1.8317
H -1.4825 -1.7282 1.1105
H -1.0304 -1.6638 -0.6527
H -2.6265 -1.2222 -0.0856
*
```

Results
* highest occupied orbital energy: -7.9 eV
* E: -10441.7389 eV
* LUMO: -0.257 eV
* SMILES: C[C@@H]1CC1=O.C=C=O
* F_max: 3.62 eV Å⁻¹
* relative energy (zero: lowest compared OMol25 entry of this formula, charge and spin): 115.01 kcal/mol

***

DFT (ωB97M-V with the def2-TZVPD basis set) results for 2 unconnected molecules or ions with the total composition C6H8O2.

Structure (ORCA input):
```
! RIJCOSX wB97M-V def2-TZVPD def2/J DEFGRID3
* xyz 0 1
O 0.7495 -2.7251 -3.7944
H 0.7752 -3.5130 -3.2054
H 1.3078 -2.0558 -3.3377
O 1.6923 0.3404 -0.7851
C -1.5419 0.8173 1.7941
C -1.6106 -0.1785 0.7718
C -0.4406 1.6548 1.8530
C -0.5476 -0.3185 -0.1492
C 0.6169 1.4626 0.9940
C 0.5931 0.4457 0.0410
H 2.4812 0.6879 -0.3025
H -2.3593 0.9467 2.5157
H -2.4450 -0.8863 0.6799
H -0.2511 2.4043 2.6327
H -0.5506 -1.1219 -0.8976
H 1.5307 2.0391 1.1897
*
```

Results
* highest occupied orbital energy: -8.8 eV
* E: -10446.3022 eV
* LUMO: 0.693 eV
* SMILES: Oc1ccccc1.O
* F_max: 1.42 eV Å⁻¹
* relative energy (zero: lowest compared OMol25 entry of this formula, charge and spin): 9.78 kcal/mol

***

DFT (ωB97M-V with the def2-TZVPD basis set) results for 2 unconnected molecules or ions with the total composition C6H8O2.

Structure (ORCA input):
```
! RIJCOSX wB97M-V def2-TZVPD def2/J DEFGRID3
* xyz 1 2
C -0.9241 2.1419 0.4579
C -0.6240 1.6300 -0.8032
C -0.3850 0.2831 -1.0034
C -0.3261 -0.5233 0.1298
O 0.0505 -1.8346 0.0519
C -0.6859 0.0060 1.3954
C -0.9666 1.3450 1.5545
H -0.9663 3.2610 0.4720
H -0.4011 2.3682 -1.5525
H -0.2605 -0.2558 -1.9462
H -0.5363 -2.2413 -0.6016
H -0.7335 -0.8696 2.1099
H -1.1347 1.6816 2.6070
H 2.3280 -1.3059 -0.6300
H 2.5352 -2.6743 -1.0513
O 2.7794 -1.8229 -1.2760
*
```

Results
* highest occupied orbital energy (alpha / beta): -14.7 / -14.7 eV
* E: -10436.9798 eV
* LUMO (alpha / beta): -4.513 / -8.804 eV
* expectation value of S²: 0.7674
* F_max: 3.43 eV Å⁻¹
* relative energy (zero: lowest compared OMol25 entry of this formula, charge and spin): 40.97 kcal/mol